160
Properties=species:S:1:pos:R:3:forces:R:3 method="wB97M-V/def2-TZVPD" lumo_energy_ev=-2.6 homo_ev=-6.77 energy_ev=-179063.670 de_lowest_kj_mol=1297.32 gap_ev=4.2
Cu 1.8251 -0.5695 3.6470 -0.577 0.242 -1.197
Cu -2.8469 0.6090 -2.6815 0.993 -0.499 1.273
S -0.7003 0.0304 0.4651 0.523 0.519 -1.559
O -0.1691 0.0524 -0.9495 -0.964 -0.110 -0.213
O -0.0713 1.0926 1.2167 1.681 2.059 1.561
O -2.1424 0.2536 0.4869 -2.423 0.218 -1.107
O -0.4015 -1.2257 1.1170 0.912 -2.539 1.067
C -2.4736 -3.5879 -5.3052 0.147 -2.075 0.860
C -3.0694 -2.8937 -6.4735 -1.691 2.267 0.967
C -3.8430 -3.6040 -7.5962 1.206 -0.652 -0.130
O -4.0043 -2.7371 -8.7072 -1.353 -0.329 -0.862
C -5.0463 -3.2278 -9.6234 1.056 -0.180 0.412
N -3.9617 -1.8548 -5.8120 1.080 0.577 -0.891
H -1.8156 -4.4204 -5.5546 0.043 -0.085 -0.247
H -3.2500 -4.0088 -4.6664 -0.151 -0.145 0.073
H -1.8921 -2.9394 -4.6499 -0.113 0.342 -0.376
H -2.2231 -2.3296 -6.8653 -0.326 0.139 -0.789
H -4.8223 -4.0163 -7.3528 -0.071 0.159 0.768
H -3.2287 -4.4583 -7.8804 0.118 -0.360 -0.337
H -4.7525 -4.1035 -10.2021 0.779 -0.118 0.009
H -5.2792 -2.4689 -10.3704 -0.062 0.242 0.521
H -5.9149 -3.6234 -9.0970 -0.277 0.690 0.339
H -4.7692 -2.2144 -5.3234 0.009 -0.496 -0.160
H -4.2764 -1.2448 -6.5530 -0.352 0.181 0.030
C 1.2729 -6.5863 2.6062 -0.287 0.252 -1.921
C 0.5641 -6.6846 1.1980 0.960 -0.882 1.071
C 0.4635 -8.1816 0.7707 0.159 -0.796 0.364
O 1.6693 -9.0077 0.9913 -0.292 3.199 -0.835
C 1.4929 -10.3579 0.7639 -0.596 -0.213 0.178
N -0.7770 -6.1297 1.2604 -0.514 0.136 0.264
H 0.6388 -7.0947 3.3326 0.371 0.152 0.216
H 1.4697 -5.5341 2.8113 -0.553 0.109 0.393
H 2.2792 -6.9874 2.4850 -0.184 -0.565 0.299
H 1.1180 -6.0315 0.5237 0.641 -0.687 -0.431
H 0.0027 -8.2791 -0.2122 1.020 0.171 -1.006
H -0.3664 -8.6820 1.2697 -0.020 0.223 1.239
H 1.0262 -10.5481 -0.2026 -0.390 -0.154 -0.045
H 0.8873 -10.6728 1.6137 -0.260 -1.022 -0.239
H 2.4479 -10.8826 0.7360 0.105 0.250 0.307
H -0.6682 -5.1257 1.2438 -0.086 0.371 0.420
H -1.2836 -6.2750 0.3988 -0.067 -0.460 -0.274
C 2.1960 4.6911 5.6875 0.129 1.552 1.974
C 0.9172 4.2170 6.3929 1.152 -1.955 -1.579
C -0.1486 5.2136 6.6476 -0.565 2.689 -0.196
O 0.3143 6.3515 7.4237 0.298 -1.246 0.455
C -0.6410 7.3673 7.5772 0.075 0.324 -0.539
N 0.4604 3.1192 5.5211 -1.091 -0.669 0.515
H 2.6113 5.4344 6.3681 0.245 0.408 -0.148
H 1.9805 5.2302 4.7650 -0.073 -0.327 -0.165
H 3.0097 3.9718 5.5949 -0.579 -0.415 -0.269
H 1.0734 3.6935 7.3361 0.755 0.299 0.202
H -1.0241 4.7500 7.1022 -0.029 -0.171 0.368
H -0.5094 5.6707 5.7262 -0.069 -0.251 -0.587
H -1.5593 7.0568 8.0755 -0.102 -0.274 0.026
H -0.8715 7.7754 6.5931 -0.404 0.044 -0.236
H -0.2259 8.2069 8.1347 0.296 -0.300 0.189
H 0.3369 3.3175 4.5385 0.266 0.634 -0.147
H -0.4658 2.8602 5.8296 -0.304 -0.517 0.002
C -8.2064 -2.4474 -1.3233 -1.591 -1.107 -0.758
C -7.1935 -2.2121 -0.2683 1.507 0.418 -0.180
C -6.2365 -3.4031 0.1336 -1.979 1.298 -0.167
O -6.9603 -4.6070 0.2467 0.242 -0.004 -0.201
C -7.7405 -4.7577 1.4200 1.539 -0.074 0.571
N -6.3379 -1.1596 -0.8386 0.507 0.524 0.412
H -8.6915 -1.5467 -1.6994 0.162 0.461 0.467
H -9.0255 -3.0593 -0.9454 -0.039 -0.259 -0.070
H -7.8525 -2.8987 -2.2502 0.478 -0.335 0.253
H -7.6920 -1.7953 0.6069 -0.152 -0.357 0.396
H -5.7882 -3.1217 1.0865 0.263 -0.119 0.171
H -5.4592 -3.4432 -0.6295 -0.124 -0.534 -0.054
H -8.6382 -4.1448 1.5010 -0.490 -0.506 -0.661
H -7.1873 -4.4477 2.3066 0.549 0.318 0.135
H -7.7691 -5.8379 1.5631 -1.118 0.096 -0.161
H -5.5650 -0.9813 -0.2134 0.538 -0.098 0.196
H -6.8719 -0.3077 -0.7427 -0.138 0.353 -0.372
C 6.5689 -1.0520 3.4354 0.881 -0.232 -0.673
C 6.2854 -1.6823 2.0156 -1.950 -0.402 2.331
C 6.1876 -3.2176 2.2225 1.396 0.592 0.766
O 6.1614 -3.9554 1.0506 -0.556 -1.609 -0.867
C 6.5020 -5.3634 1.2128 0.173 0.665 0.425
N 4.9382 -1.1087 1.7922 0.000 0.243 0.113
H 5.6994 -1.0266 4.0923 -0.101 -0.823 -0.173
H 6.7907 0.0139 3.3827 0.454 0.027 -0.406
H 7.4081 -1.5794 3.8891 0.037 0.252 0.297
H 6.9704 -1.2924 1.2627 0.355 -0.659 0.029
H 5.4120 -3.4257 2.9595 -1.009 0.067 -0.410
H 7.0339 -3.5574 2.8195 0.820 0.213 -0.065
H 7.4130 -5.4235 1.8082 0.388 0.021 -0.212
H 6.6254 -5.8763 0.2590 0.138 0.685 -0.190
H 5.8076 -6.0041 1.7563 -0.756 0.571 0.203
H 4.3690 -1.4672 1.0389 0.449 0.055 -0.495
H 5.2144 -0.1467 1.6569 -1.097 0.443 -0.513
C 5.1871 -1.1565 -8.8229 1.590 -0.266 1.328
C 4.4424 -2.4682 -8.6360 0.938 0.956 -1.440
C 3.8986 -2.7304 -7.2648 1.113 -0.170 0.440
O 4.9368 -2.4668 -6.3185 -1.709 0.103 0.459
C 4.4064 -2.5298 -4.9925 1.119 -0.561 0.294
N 3.4250 -2.4066 -9.6241 -1.629 -0.716 -1.091
H 6.1731 -1.3563 -8.4036 0.129 0.568 0.629
H 4.7284 -0.3330 -8.2756 0.026 0.217 -0.334
H 5.4658 -0.9542 -9.8571 -0.896 0.077 -0.099
H 5.1924 -3.1732 -8.9946 -0.276 -0.730 0.469
H 3.5428 -3.7571 -7.1782 0.108 -0.427 0.004
H 3.0060 -2.1332 -7.0789 0.014 0.589 0.065
H 5.1950 -2.1314 -4.3543 -0.228 0.139 0.110
H 4.2471 -3.5624 -4.6818 0.071 -0.358 -0.112
H 3.4536 -2.0442 -4.7814 0.030 0.584 -0.578
H 2.6926 -1.7901 -9.3022 -0.238 0.195 -0.144
H 2.9938 -3.3022 -9.8027 -0.165 -0.188 0.014
C 6.2905 2.7517 -3.1887 0.622 0.327 1.712
C 5.3280 2.5351 -1.9690 -0.929 -0.184 0.186
C 5.5385 3.4546 -0.7122 1.519 -1.258 -0.722
O 6.8270 3.0401 -0.1114 -0.775 1.435 0.168
C 7.2510 3.9722 0.8906 0.438 0.580 -0.496
N 3.8882 2.5490 -2.3632 0.337 0.396 0.397
H 7.2604 2.5957 -2.7165 0.383 -0.345 -0.276
H 6.4195 3.7576 -3.5881 -0.799 0.241 0.075
H 6.1873 2.0618 -4.0262 -0.403 -0.112 0.350
H 5.5541 1.5502 -1.5604 0.038 -0.263 -0.322
H 4.8012 3.3384 0.0822 -0.444 -0.314 -0.324
H 5.4792 4.4821 -1.0711 0.633 0.418 0.301
H 8.3177 3.9165 1.1076 0.121 -0.664 -0.393
H 6.7848 3.9283 1.8749 -0.668 -0.466 -0.098
H 7.1350 4.9922 0.5242 -0.262 0.168 -0.068
H 3.3565 1.8426 -1.8751 0.213 -0.745 -0.069
H 3.4687 3.3528 -1.9181 -0.117 0.722 -0.398
C 1.1200 7.9096 0.6794 0.020 1.228 -1.249
C -0.0186 6.9774 1.0043 -0.322 0.457 0.684
C -1.3609 7.7716 1.3002 0.456 -0.578 0.365
O -1.1365 8.8036 2.2380 0.148 0.345 0.846
C -2.2930 9.5227 2.6195 -0.234 0.854 0.056
N -0.2334 5.9192 -0.0124 -0.470 0.655 0.502
H 0.8383 8.6726 -0.0461 -0.324 0.045 -0.299
H 1.9434 7.3988 0.1802 0.118 -0.257 0.448
H 1.4433 8.5102 1.5296 0.132 -0.441 0.215
H 0.3882 6.5156 1.9040 -0.839 -0.245 0.575
H -2.1451 7.1470 1.7279 0.087 -0.719 0.033
H -1.8215 8.1731 0.3976 0.378 0.168 -0.542
H -2.2249 10.1216 3.5277 1.333 -0.178 0.277
H -3.1816 8.9614 2.9084 -0.074 -0.793 -0.810
H -2.5111 10.3014 1.8887 -0.425 -0.294 -0.512
H 0.1084 5.0523 0.3772 0.388 -0.222 -0.112
H -1.2294 5.7529 0.0072 -0.370 -0.113 -0.455
C -5.9238 1.2851 5.8923 0.594 -0.006 -1.080
C -5.0357 1.7456 4.6625 -2.766 -0.752 0.431
C -4.9915 3.2433 4.3509 -0.165 -0.479 0.213
O -6.3283 3.6306 4.2771 -1.453 0.527 1.263
C -6.6958 4.8860 3.7430 0.660 -0.196 -0.753
N -3.7640 1.1557 4.7874 2.194 -0.751 -0.426
H -5.5186 1.7288 6.8017 -0.576 0.215 0.111
H -5.8798 0.2044 6.0269 0.869 -0.250 -0.152
H -6.9981 1.3266 5.7128 0.038 1.226 0.224
H -5.5086 1.3362 3.7699 -0.589 -0.087 -0.165
H -4.5434 3.3423 3.3622 0.530 0.234 -0.069
H -4.4448 3.8005 5.1116 0.215 0.186 0.045
H -7.6658 5.2567 4.0745 -0.342 -0.935 -0.016
H -6.6554 4.6957 2.6705 -0.376 0.813 -0.349
H -6.0864 5.7575 3.9821 0.887 -0.295 0.181
H -3.8525 0.1564 4.9039 -0.418 -0.255 0.940
H -3.4023 1.0721 3.8481 0.823 0.807 -0.475